1.
Entry from the OMol25 dataset: a structure of composition C44H55ClN12NaO11PS3 (ωB97M-V/def2-TZVPD).

XYZ file:
```
128
Properties=species:S:1:pos:R:3
Na 1.73183 0.76491 0.44741
C 2.71587 6.36105 -2.59315
S 2.48724 4.88389 -3.58968
C 2.98415 3.56491 -2.47522
S 3.69626 3.90052 -0.99105
N 2.69302 2.43465 -3.09315
N 2.89062 1.29836 -2.37222
C 2.83126 0.24385 -3.10038
C 2.97191 -1.10752 -2.55688
C 3.07241 -2.18505 -3.45056
C 3.20551 -3.46727 -2.95583
C 3.23653 -3.65463 -1.57969
C 3.10891 -2.53354 -0.77208
N 2.97842 -1.29524 -1.23293
H 2.34653 7.18947 -3.20108
H 3.76145 6.52097 -2.33832
H 2.13789 6.29075 -1.67470
H 2.67038 0.33524 -4.17637
H 3.02518 -1.99682 -4.51621
H 3.27402 -4.31143 -3.63248
H 3.32607 -4.63947 -1.13967
H 3.08619 -2.63394 0.30726
C 7.61873 1.58813 1.43266
N 6.19202 1.54022 1.64534
C 5.63438 2.74240 2.24559
P 5.18652 0.40665 0.93513
O 3.82326 0.95285 0.94588
N 5.25780 -1.05460 1.75034
C 4.17209 -1.34518 2.68185
C 6.54690 -1.51478 2.22270
N 5.92680 0.05981 -0.49592
C 6.16320 1.16208 -1.41849
C 6.23113 -1.24961 -1.02354
H 8.17321 1.52400 2.37775
H 7.90427 2.52652 0.94098
H 7.94002 0.76804 0.79181
H 5.97018 2.85247 3.28374
H 4.54962 2.69695 2.21536
H 5.95171 3.62677 1.68193
H 3.21278 -1.05110 2.26244
H 4.30772 -0.83369 3.64423
H 4.15065 -2.42243 2.87082
H 7.31979 -1.34156 1.47391
H 6.50370 -2.59072 2.41523
H 6.85298 -1.01320 3.15232
H 5.67789 2.07433 -1.06763
H 5.70836 0.93205 -2.38444
H 7.23822 1.33614 -1.56085
H 5.83530 -2.02708 -0.37714
H 7.31674 -1.39144 -1.13111
H 5.77717 -1.37059 -2.01215
C -5.39012 -2.07926 1.69242
C -4.65720 -0.82088 2.17208
C -5.52175 -0.12296 3.22954
C -3.34276 -1.23549 2.84724
C -4.36689 0.16453 0.99263
O -3.57266 1.18104 1.55762
C -5.65724 0.79929 0.44894
C -5.50706 1.50776 -0.90821
C -6.01006 0.73494 -2.10816
C -7.24268 0.08554 -2.09912
C -7.72567 -0.57422 -3.22024
C -6.96085 -0.58522 -4.37192
Cl -7.56030 -1.41486 -5.79063
C -5.73080 0.04600 -4.41664
C -5.26570 0.70100 -3.28576
C -3.59279 -0.58552 -0.14010
N -2.46330 0.14293 -0.68232
C -1.28311 0.36870 -0.09472
N -0.43214 0.88387 -0.95910
C -1.17417 0.99094 -2.08605
N -2.40463 0.53383 -1.98170
H -5.51941 -2.76046 2.53702
H -4.83490 -2.62333 0.92643
H -6.38363 -1.85584 1.29733
H -5.59522 -0.75934 4.11510
H -6.53715 0.06390 2.87305
H -5.07202 0.82571 3.52562
H -3.56790 -1.85887 3.71645
H -2.78855 -0.36289 3.19026
H -2.67983 -1.82273 2.20978
H -3.52836 1.97001 0.97994
H -5.97452 1.52304 1.19939
H -6.44430 0.04570 0.38683
H -4.46937 1.79965 -1.08074
H -6.05886 2.45141 -0.87536
H -7.85489 0.09722 -1.20536
H -8.68506 -1.07354 -3.20207
H -5.13606 0.01386 -5.31927
H -4.28672 1.16096 -3.30064
H -4.24350 -0.80904 -0.98416
H -3.20851 -1.53195 0.23532
H -1.08234 0.12523 0.93590
H -0.78545 1.39467 -3.00700
O -2.09727 5.69368 1.39345
S -2.12684 4.25395 1.32555
O -3.19469 3.70131 0.49518
N -0.72338 3.59480 0.97232
C -0.28765 2.77441 1.94030
O 0.72734 2.07694 1.92984
C -1.21774 2.73719 3.14059
C -1.10504 1.96569 4.28212
C -2.11376 2.05832 5.23366
C -3.20445 2.90479 5.04137
C -3.31750 3.67025 3.88616
C -2.30533 3.56014 2.95466
H -0.25916 1.29984 4.39841
H -2.06087 1.45822 6.13425
H -3.98030 2.95465 5.79644
H -4.17303 4.31091 3.71373
O -0.08717 -2.82304 2.29638
C 0.28109 -2.29863 1.23557
O 0.91266 -1.23562 1.04287
C -0.06185 -3.08777 -0.04692
C -0.00915 -2.49015 -1.30287
C -0.26801 -3.26087 -2.42312
C -0.56286 -4.60831 -2.35937
C -0.61684 -5.16427 -1.09629
C -0.38701 -4.43266 0.05643
N -0.92697 -6.60168 -0.98723
O -1.15478 -7.21624 -2.01405
O -0.93027 -7.10212 0.11988
N -0.19520 -2.64240 -3.76314
O -0.34504 -3.37457 -4.72845
O -0.05452 -1.44390 -3.82748
H 0.25447 -1.44484 -1.39127
H -0.74244 -5.18970 -3.24812
H -0.44282 -4.88076 1.03782
```

Orbital gap = 5.48 eV
2S+1 = 1
Net charge = -2
E_tot = -5352.9220 hartree
Energy relative to the best compared isomer or geometry (same formula, charge and spin) = 0.0 kcal per mole


2.
Entry from the OMol25 dataset: a cluster of 5 separate species, C44H55FN2O19 in total (ωB97M-V/def2-TZVPD).

XYZ file:
```
121
Properties=species:S:1:pos:R:3
C 7.91016 4.16132 0.75255
C 7.85667 3.47563 -0.73441
C 7.56115 1.87480 -0.66455
C 6.13104 1.50878 -0.00650
C 5.01236 1.49175 -1.19404
C 4.10268 0.15004 -1.12439
C 2.99151 0.19186 0.07321
C 1.53375 0.68280 -0.40647
C 0.33765 -0.37255 -0.04645
O 0.56771 -1.08143 1.19986
C -0.29565 -2.21220 1.36578
F 0.15026 -2.86877 2.59882
N -0.19343 -3.25278 0.29430
C -1.39365 -3.25191 -0.27285
O -2.40848 -3.17824 -0.99241
C -1.07424 0.43403 0.09623
N -1.41326 1.20617 -1.16826
C -2.93586 1.14219 -1.21686
C -3.59464 2.29163 -2.12593
C -5.20434 2.25879 -1.80214
C -5.83953 3.72092 -1.58520
C -7.47681 3.66147 -1.56015
O -1.00686 1.41884 1.16066
C -1.87601 1.09665 2.27772
C -2.41180 2.45480 3.02062
C -4.02482 2.58880 2.84852
H 8.72101 3.64883 1.38222
H 6.88499 4.08661 1.27197
H 8.14418 5.28337 0.61792
H 7.09713 4.02618 -1.42050
H 8.92814 3.57808 -1.14986
H 7.64716 1.45567 -1.73298
H 8.43629 1.40932 -0.05679
H 6.20823 0.50315 0.55393
H 5.80239 2.29377 0.78714
H 4.27889 2.39096 -1.12385
H 5.50528 1.50436 -2.23218
H 3.57189 -0.11294 -2.10586
H 4.83758 -0.70453 -0.82986
H 3.02349 -0.83898 0.56956
H 3.38633 0.99382 0.82011
H 1.32512 1.74191 -0.01347
H 1.55595 0.78063 -1.56611
H 0.22435 -1.03489 -0.97503
H -1.39348 -1.90154 1.58852
H -1.94491 -0.32606 0.21426
H -1.14170 2.19499 -1.05400
H -3.24173 0.07852 -1.52799
H -3.31024 1.33512 -0.12870
H -3.51931 2.07930 -3.26525
H -3.20903 3.35022 -1.90684
H -5.33066 1.69525 -0.78960
H -5.78857 1.62491 -2.57948
H -5.54739 4.19549 -0.56387
H -5.55892 4.37395 -2.48434
H -7.94414 3.86436 -2.58780
H -7.86411 2.64354 -1.19818
H -7.90236 4.45139 -0.82447
H -1.28051 0.49278 3.05460
H -2.81542 0.49633 2.00651
H -1.87467 3.37180 2.58275
H -2.21634 2.31117 4.14216
H -4.32301 3.68095 2.57896
H -4.58523 2.33090 3.82943
H -4.43462 1.90890 1.99802
O 1.86838 -4.66142 4.99230
C 2.83150 -3.91847 4.90259
C 2.73110 -2.56409 4.34605
C 3.81158 -1.78669 4.24903
O 3.73138 -0.52347 3.73528
C 5.15131 -2.26168 4.69561
O 6.12380 -1.53103 4.57547
C 5.24809 -3.60502 5.27371
C 4.16759 -4.38227 5.37431
O 4.24344 -5.63402 5.91265
H 1.75346 -2.23268 4.02362
H 4.64248 -0.17008 3.77117
H 6.22320 -3.92936 5.60958
H 3.33339 -5.98996 5.87100
O -3.82699 0.24870 -5.20929
C -4.33156 0.86264 -6.13470
C -4.68999 0.21752 -7.40306
C -5.22547 0.92614 -8.39934
O -5.56565 0.33753 -9.58295
C -5.47510 2.38918 -8.26448
O -5.94920 3.00945 -9.20229
C -5.13925 3.02989 -6.98830
C -4.60668 2.32074 -5.99014
O -4.29162 2.90353 -4.79616
H -4.50167 -0.84437 -7.48881
H -5.92919 1.05772 -10.13611
H -5.34196 4.08885 -6.89741
H -3.91470 2.17289 -4.23276
O 7.95034 -5.06795 4.83718
C 9.16686 -5.06082 4.74059
C 9.97526 -6.27101 4.92570
C 11.30550 -6.22220 4.82882
O 12.06834 -7.34130 4.99628
C 12.01617 -4.94581 4.53442
O 13.23463 -4.93446 4.47115
C 11.20756 -3.74008 4.32545
C 9.87643 -3.78825 4.41871
O 9.11415 -2.67264 4.22376
H 9.44752 -7.19055 5.14107
H 12.99323 -7.04505 4.87922
H 11.73517 -2.82402 4.09495
H 8.18733 -2.96217 4.34622
O -12.87481 -1.63216 -1.56820
C -11.82797 -1.03399 -1.75139
C -10.69800 -1.12356 -0.81950
C -9.57397 -0.44048 -1.04577
O -8.51436 -0.51711 -0.18805
C -9.42558 0.43513 -2.24223
O -8.38987 1.06005 -2.40803
C -10.54567 0.50635 -3.18654
C -11.66877 -0.17938 -2.96243
O -12.71736 -0.12418 -3.83384
H -10.81959 -1.76093 0.04616
H -7.82782 0.06567 -0.57017
H -10.41800 1.13190 -4.06017
H -13.40606 -0.70220 -3.44863
```

Orbital gap = 7.60 eV
2S+1 = 1
Net charge = 0
E_tot = -3348.2394 hartree


3.
Entry from the OMol25 dataset: a structure of composition C44H57BN11O2RbSTe (ωB97M-V/def2-TZVPD).

XYZ file:
```
118
Properties=species:S:1:pos:R:3
Rb -0.18121 -0.37913 -0.19785
O -0.71098 -5.64057 -3.82027
C 0.21902 -5.93686 -2.87285
C 0.84682 -7.18397 -2.91480
C 1.78849 -7.55152 -1.96976
C 2.11919 -6.66260 -0.95907
C 1.49694 -5.42445 -0.92404
C 0.54582 -5.02047 -1.86054
C -0.02448 -3.62422 -1.65891
O 0.34050 -3.02122 -0.61829
N -0.85615 -3.21169 -2.60763
N -1.20032 -1.89704 -2.41857
C -2.03699 -1.41878 -3.25226
C -2.31643 0.02609 -3.28558
C -3.16190 0.52762 -4.27875
C -3.34934 1.89076 -4.38127
C -2.68807 2.73056 -3.49562
C -1.87314 2.14905 -2.53735
N -1.68878 0.83869 -2.42504
H -0.80828 -6.41390 -4.38413
H 0.57654 -7.87391 -3.70982
H 2.25582 -8.52783 -2.02767
H 2.84746 -6.92888 -0.20319
H 1.72886 -4.70165 -0.15199
H -2.51288 -2.04925 -4.00495
H -3.67912 -0.16480 -4.92910
H -4.00864 2.29548 -5.13990
H -2.80075 3.80600 -3.53637
H -1.33720 2.76299 -1.81733
C 2.12344 5.56101 1.88518
C 1.07289 4.51048 1.72311
C -0.27347 4.62822 1.98070
C -0.80770 3.35639 1.69144
N 0.14605 2.53635 1.27797
N 1.30370 3.24433 1.29995
B 2.69860 2.63430 1.01352
N 2.99803 1.43578 1.94335
N 2.21467 0.33579 2.03153
C 2.72849 -0.42016 2.98917
C 3.87413 0.18838 3.53675
C 4.00922 1.37005 2.83885
C 5.06374 2.41712 2.99756
C 2.08205 -1.73265 3.36876
C 0.62076 -1.49330 3.76155
C 2.13554 -2.69727 2.18305
C 2.82133 -2.35594 4.55392
N 2.97497 2.32930 -0.47935
N 2.38331 1.33030 -1.18271
C 2.89249 1.37682 -2.40573
C 3.83337 2.41998 -2.50852
C 3.85632 2.99834 -1.26065
C 4.69486 4.15322 -0.81622
C 2.49242 0.43071 -3.51310
C 1.52930 -0.63259 -3.01025
C 1.80243 1.22909 -4.62879
C 3.74915 -0.23994 -4.08163
C -2.24570 2.92864 1.86299
C -2.63476 3.08582 3.33970
C -3.15484 3.82551 1.01264
C -2.44790 1.47865 1.44942
H 1.65088 6.48227 2.22838
H 2.88240 5.27191 2.61388
H 2.63883 5.77360 0.94798
H -0.78547 5.50886 2.33561
H 3.48594 3.48831 1.30823
H 4.51586 -0.16747 4.32622
H 5.78294 2.08827 3.74899
H 5.60245 2.59440 2.06519
H 4.64694 3.37369 3.31817
H 0.06466 -1.03444 2.94446
H 0.12711 -2.43671 4.01324
H 0.55552 -0.82336 4.62282
H 1.60755 -2.29833 1.32086
H 3.16723 -2.90205 1.88551
H 1.65451 -3.64592 2.44512
H 2.78848 -1.70154 5.42859
H 2.35469 -3.30761 4.82162
H 3.86845 -2.55040 4.30924
H 4.41871 2.71587 -3.36485
H 5.31124 4.48137 -1.65432
H 4.09025 4.99941 -0.48885
H 5.35467 3.88939 0.01165
H 0.61963 -0.16541 -2.64452
H 1.23803 -1.30272 -3.82242
H 1.96599 -1.23069 -2.20695
H 0.89744 1.70920 -4.25024
H 2.46046 2.00546 -5.02781
H 1.51567 0.56196 -5.44678
H 4.26566 -0.80785 -3.30521
H 3.47483 -0.92958 -4.88478
H 4.44792 0.49746 -4.48466
H -2.52877 4.12214 3.66989
H -3.67400 2.77965 3.48878
H -1.99711 2.46252 3.97033
H -3.05233 4.87653 1.29479
H -2.90830 3.73098 -0.04657
H -4.20016 3.53221 1.13972
H -1.81665 0.80472 2.02993
H -3.48907 1.17888 1.58984
H -2.22769 1.34500 0.39111
N -2.15968 -3.81227 2.53199
C -2.81058 -3.05405 3.47854
C -2.92649 -1.81719 2.91970
N -2.37746 -1.79982 1.66059
C -1.92384 -3.01053 1.46195
H -1.91646 -4.78345 2.59239
H -3.12321 -3.45416 4.42677
H -3.39587 -0.94237 3.34020
H -1.40845 -3.35153 0.57777
Te -5.21501 -1.57046 -1.44980
C -7.07486 -0.83895 -0.77030
C -7.35420 0.16516 0.12420
C -8.74253 0.36626 0.36377
C -9.53533 -0.48368 -0.34898
S -8.56155 -1.52822 -1.31158
H -6.56978 0.74404 0.59236
H -9.13468 1.11342 1.04366
H -10.61311 -0.53949 -0.34668
```

Orbital gap = 4.50 eV
2S+1 = 1
Net charge = -2
E_tot = -3179.0017 hartree
Energy relative to the best compared isomer or geometry (same formula, charge and spin) = 31.2 kcal per mole


4.
Entry from the OMol25 dataset: a structure of composition C44H58AlBBeBr2Cl3F3N6NaO5S2 (ωB97M-V/def2-TZVPD).

XYZ file:
```
127
Properties=species:S:1:pos:R:3
C 5.35400 2.96011 -2.94079
C 4.33352 2.31320 -3.25112
C 3.03776 1.69352 -3.50903
C 2.46117 1.22917 -2.14346
C 1.19183 0.34666 -2.28446
C -0.08608 1.06292 -1.84775
C -1.00918 1.50468 -2.80203
C -0.70502 1.28167 -4.27445
C -1.47754 0.08444 -4.89323
C -0.76564 -1.27626 -4.72397
C -1.55876 -2.32355 -5.52986
N -1.46440 -2.06000 -6.97471
C -2.19385 2.14880 -2.36994
C -3.12659 2.64589 -3.47562
C -2.56446 3.99075 -4.11150
C -1.47485 4.69053 -3.27738
C -3.64370 5.05047 -4.43986
C -2.45187 2.32269 -1.00488
C -3.78454 2.95245 -0.52565
Br -4.69842 1.46202 0.42835
C -3.72590 4.19887 0.37841
C -5.21962 4.78499 0.46171
C -1.51171 1.89556 -0.04214
C -0.35431 1.28596 -0.49027
S 0.87993 0.72972 0.70275
C 0.07511 0.90424 2.23957
C -1.11825 1.56343 2.33041
C -1.66666 1.67287 3.64057
F -2.80681 2.25990 3.81699
C -0.99872 1.13537 4.82257
B -1.63965 1.30256 6.32580
O -2.98746 1.40014 6.51665
O -0.79984 1.36173 7.39936
C 0.24840 0.43164 4.61563
F 0.88314 -0.06738 5.65108
C 0.74505 0.32324 3.36014
C 2.04608 -0.42602 3.14117
C 1.99110 -1.81353 3.09495
C 3.17572 -2.53115 2.85172
C 4.30837 -1.74480 2.67546
C 4.21123 -0.36487 2.78224
N 3.11635 0.36758 3.01106
N -1.86003 2.18439 1.31597
H 6.32310 3.38066 -2.65954
H 2.39042 2.40814 -4.02685
H 3.26386 0.82723 -4.14030
H 2.33492 2.08180 -1.47455
H 3.24215 0.60264 -1.69554
H 1.34118 -0.54973 -1.63094
H 1.13253 -0.02961 -3.30500
H 0.36130 1.20225 -4.47878
H -1.02748 2.17634 -4.80960
H -2.50550 0.06916 -4.52416
H -1.53986 0.27690 -5.96974
H 0.24734 -1.14872 -5.13165
H -0.76431 -1.52064 -3.65328
H -1.18020 -3.31470 -5.25474
H -2.60709 -2.19558 -5.23924
H -1.51008 -2.95233 -7.45228
H -0.55703 -1.65694 -7.18487
H -4.16572 2.68852 -3.14218
H -3.07978 1.92140 -4.28766
H -2.08961 3.74509 -5.06553
H -0.52543 4.14878 -3.30238
H -1.81133 4.89538 -2.26620
H -1.27358 5.66629 -3.73582
H -3.27268 5.62664 -5.29320
H -3.79948 5.72165 -3.58531
H -4.60300 4.59544 -4.79448
H -4.43659 3.19170 -1.35480
H -2.96414 4.96684 0.00713
H -3.53785 3.90350 1.42100
H -5.29386 5.52515 1.26003
H -5.86718 3.95081 0.78176
H -5.62315 5.16560 -0.45174
H -3.18727 2.34008 6.64241
H -0.17444 2.09253 7.29235
H 1.05753 -2.34994 3.24318
H 3.16383 -3.60966 2.80056
H 5.26528 -2.20250 2.45490
H 5.13139 0.20559 2.66758
H -1.70098 3.18805 1.43392
Be 2.04179 -1.42732 0.46830
F 5.26782 1.54971 -1.55891
C 8.14498 2.87032 -0.59420
O 7.67064 3.53710 -1.51784
N 9.46276 2.89085 -0.28954
N 7.36135 2.06476 0.18051
H 9.86920 2.35850 0.45637
H 10.05643 3.47790 -0.84843
H 6.38060 2.05825 -0.05008
H 7.69939 1.50197 0.93767
Br -0.24259 3.25763 4.64665
Na 2.29355 -2.21128 -2.07358
Cl -3.88839 5.91159 -1.35604
C 3.74978 -6.57440 1.13632
Cl 3.64374 -4.94287 0.42376
Cl 4.98498 -7.54066 0.34757
H 3.99662 -6.47630 2.18777
H 2.78938 -7.06348 1.01922
Al -6.21077 4.16680 -4.37332
C -3.66252 -4.19613 0.18412
C -2.94851 -4.32125 1.53630
C -1.60224 -5.01129 1.28236
S -1.14041 -4.60230 -0.40358
O -1.13305 -5.80163 -1.19097
O 0.00734 -3.70583 -0.38617
C -2.61540 -3.66677 -0.79126
H -4.52420 -3.53359 0.24138
H -4.01281 -5.17742 -0.14132
H -2.77955 -3.32466 1.95256
H -3.54380 -4.87891 2.25679
H -0.82809 -4.65737 1.96095
H -1.68650 -6.09471 1.34892
H -2.87965 -3.81766 -1.83614
H -2.40069 -2.61267 -0.60564
N 0.60774 -3.97170 4.82682
C 0.74006 -3.33895 5.99502
C 0.44600 -3.91149 7.22140
C -0.01608 -5.21709 7.24258
C -0.16190 -5.89436 6.04277
C 0.16322 -5.23175 4.87152
H 1.10350 -2.32190 5.93424
H 0.57639 -3.34944 8.13573
H -0.25764 -5.70036 8.18005
H -0.51886 -6.91434 6.01622
H 0.06738 -5.72728 3.91105
```

Orbital gap = 1.51 eV
2S+1 = 1
Net charge = +3
E_tot = -10483.8035 hartree


Which value of 2S+1 does entry 1 give?
1